(1)
Entry from OMol25: a structure of composition C50H48BiCl2Ge2N6S4 in a non-equilibrium geometry (ωB97M-V/def2-TZVPD).

Properties
orbital gap (alpha / beta)	5.885 / 5.157	eV
charge	+2
molecular weight	1286.3	g mol⁻¹
expectation value of S²	0.762
ΔE to the lowest compared entry with this formula, charge and spin	67.4	kcal/mol
lowest unoccupied orbital energy (alpha / beta)	-6.09 / -7.16	eV
energy	-9143.75262	Ha
spin multiplicity	2

CARTESIAN COORDINATES (ANGSTROEM)
Bi (-0.473, 0.046, 0.306)
C (-0.561, 1.563, 5.857)
S (-0.755, 2.762, 4.511)
C (-0.904, 1.755, 3.099)
S (-0.128, 0.219, 2.988)
N (-1.675, 2.274, 2.194)
N (-1.925, 1.586, 1.079)
C (-3.083, 1.740, 0.492)
C (-3.421, 0.885, -0.583)
C (-4.700, 0.910, -1.163)
C (-4.997, 0.014, -2.161)
C (-4.003, -0.866, -2.591)
C (-2.764, -0.820, -1.990)
N (-2.470, 0.019, -1.000)
H (-0.135, 2.100, 6.697)
H (0.092, 0.752, 5.552)
H (-1.545, 1.192, 6.125)
H (-3.800, 2.451, 0.875)
H (-5.432, 1.618, -0.811)
H (-5.981, -0.018, -2.601)
H (-4.196, -1.573, -3.378)
H (-1.978, -1.489, -2.298)
Cl (2.595, -2.362, 0.346)
C (3.592, -1.396, -0.769)
Cl (2.770, 0.109, -1.202)
H (3.749, -1.967, -1.683)
H (4.528, -1.158, -0.266)
S (-4.485, -3.611, 5.370)
C (-4.972, -2.531, 6.597)
C (-4.708, -1.230, 6.282)
C (-4.111, -1.094, 5.019)
C (-3.909, -2.297, 4.377)
C (-3.266, -2.560, 3.116)
C (-2.658, -1.535, 2.360)
N (-1.939, -1.747, 1.284)
C (-1.777, -2.992, 0.806)
C (-2.437, -4.085, 1.421)
C (-2.330, -5.390, 0.852)
C (-1.582, -5.607, -0.253)
C (-0.875, -4.539, -0.883)
C (-0.124, -4.725, -2.050)
C (0.541, -3.653, -2.636)
C (0.452, -2.416, -1.966)
N (-0.271, -2.219, -0.891)
C (-0.953, -3.232, -0.338)
C (1.268, -3.760, -3.880)
C (1.091, -4.655, -4.906)
C (1.962, -4.439, -5.987)
C (2.809, -3.394, -5.780)
S (2.544, -2.632, -4.271)
C (-3.164, -3.845, 2.588)
H (-5.433, -2.920, 7.485)
H (-4.932, -0.410, 6.941)
H (-3.851, -0.140, 4.597)
H (-2.751, -0.505, 2.666)
H (-2.877, -6.191, 1.327)
H (-1.509, -6.594, -0.685)
H (-0.062, -5.711, -2.484)
H (0.984, -1.558, -2.353)
H (0.342, -5.426, -4.904)
H (1.963, -5.037, -6.879)
H (3.577, -3.025, -6.430)
H (-3.641, -4.671, 3.092)
C (2.836, 4.769, -0.601)
Ge (0.856, 4.722, -0.872)
C (-0.095, 5.574, 0.661)
C (0.253, 5.502, -2.605)
Ge (0.041, 2.287, -1.330)
C (0.976, 1.682, -2.990)
C (2.065, 2.436, -3.415)
C (2.674, 2.190, -4.632)
C (2.203, 1.174, -5.446)
C (1.136, 0.397, -5.025)
C (0.536, 0.642, -3.801)
C (-1.743, 2.785, -2.098)
C (-2.182, 2.362, -3.349)
C (-3.427, 2.716, -3.834)
C (-4.259, 3.537, -3.089)
C (-3.813, 4.038, -1.877)
C (-2.578, 3.650, -1.383)
H (3.049, 5.282, 0.333)
H (3.304, 5.319, -1.415)
H (3.263, 3.771, -0.556)
H (0.643, 6.020, 1.323)
H (-0.691, 4.878, 1.245)
H (-0.744, 6.362, 0.287)
H (0.529, 6.554, -2.636)
H (-0.826, 5.419, -2.692)
H (0.711, 4.994, -3.450)
H (2.440, 3.232, -2.785)
H (3.511, 2.798, -4.941)
H (2.666, 0.994, -6.405)
H (0.760, -0.395, -5.655)
H (-0.291, 0.019, -3.480)
H (-1.528, 1.772, -3.969)
H (-3.742, 2.363, -4.804)
H (-5.235, 3.806, -3.462)
H (-4.430, 4.728, -1.316)
H (-2.238, 4.065, -0.442)
C (4.245, 3.200, 4.743)
C (3.502, 2.587, 3.610)
C (2.516, 3.286, 2.924)
C (1.840, 2.664, 1.896)
N (2.084, 1.429, 1.478)
C (3.037, 0.762, 2.124)
C (3.748, 1.282, 3.189)
H (4.005, 4.255, 4.843)
H (5.320, 3.092, 4.607)
H (3.981, 2.692, 5.669)
H (2.274, 4.301, 3.190)
H (1.028, 3.173, 1.395)
H (3.233, -0.243, 1.783)
H (4.487, 0.679, 3.691)

=====

(2)
Entry from OMol25: a structure of composition C50H49BrGaN3O3P2 (ωB97M-V/def2-TZVPD).

Properties
orbital gap	7.941	eV
charge	+2
molecular weight	951.5	g mol⁻¹
ΔE to the lowest compared entry with this formula, charge and spin	25.4	kcal/mol
lowest unoccupied orbital energy	-5.11	eV
energy	-7505.87179	Ha

CARTESIAN COORDINATES (ANGSTROEM)
Ga (0.647, 0.056, 1.510)
N (0.211, 1.256, 3.126)
C (1.281, 1.490, 4.119)
C (2.651, 1.416, 3.433)
N (2.622, 0.305, 2.494)
C (3.058, -0.975, 3.055)
C (1.989, -1.534, 3.991)
N (0.669, -1.399, 3.354)
H (-0.656, 1.011, 3.594)
H (0.011, 2.132, 2.651)
H (1.175, 2.463, 4.602)
H (1.205, 0.731, 4.896)
H (2.854, 2.345, 2.900)
H (3.430, 1.291, 4.188)
H (3.200, 0.475, 1.659)
H (3.230, -1.648, 2.215)
H (3.995, -0.873, 3.608)
H (2.221, -2.574, 4.223)
H (1.994, -0.987, 4.932)
H (0.380, -2.289, 2.962)
H (-0.045, -1.164, 4.035)
C (-4.231, -0.006, -4.187)
C (-4.040, 0.041, -2.664)
C (-5.413, 0.090, -1.963)
C (-3.254, 1.281, -2.270)
C (-3.586, 2.536, -2.769)
C (-2.930, 3.688, -2.365)
C (-1.905, 3.607, -1.442)
C (-1.536, 2.362, -0.939)
P (-0.166, 2.262, 0.249)
C (1.293, 2.835, -0.672)
C (1.254, 3.169, -2.024)
C (2.416, 3.566, -2.669)
C (3.618, 3.627, -1.981)
C (3.661, 3.305, -0.632)
C (2.504, 2.907, 0.014)
C (-0.615, 3.656, 1.346)
C (0.191, 4.775, 1.537)
C (-0.249, 5.808, 2.358)
C (-1.485, 5.732, 2.979)
C (-2.290, 4.612, 2.793)
C (-1.855, 3.576, 1.988)
C (-2.216, 1.220, -1.345)
O (-1.799, 0.057, -0.756)
C (-2.279, -1.128, -1.251)
C (-1.680, -2.270, -0.737)
C (-2.094, -3.526, -1.172)
C (-3.091, -3.620, -2.123)
C (-3.695, -2.470, -2.605)
C (-3.309, -1.203, -2.182)
P (-0.419, -2.174, 0.569)
C (1.019, -3.055, -0.113)
C (1.167, -3.195, -1.491)
C (2.309, -3.783, -2.016)
C (3.323, -4.215, -1.175)
C (3.183, -4.078, 0.200)
C (2.040, -3.503, 0.727)
C (-1.173, -3.299, 1.797)
C (-2.297, -2.825, 2.478)
C (-2.966, -3.641, 3.373)
C (-2.508, -4.932, 3.614)
C (-1.394, -5.407, 2.939)
C (-0.729, -4.600, 2.026)
H (-4.754, 0.879, -4.544)
H (-4.831, -0.864, -4.483)
H (-3.267, -0.071, -4.694)
H (-5.972, 0.971, -2.278)
H (-5.292, 0.121, -0.878)
H (-5.995, -0.798, -2.211)
H (-4.395, 2.629, -3.479)
H (-3.221, 4.648, -2.769)
H (-1.393, 4.501, -1.111)
H (0.328, 3.116, -2.578)
H (2.381, 3.821, -3.720)
H (4.523, 3.924, -2.494)
H (4.598, 3.346, -0.093)
H (2.529, 2.642, 1.064)
H (1.146, 4.855, 1.033)
H (0.375, 6.681, 2.496)
H (-1.828, 6.546, 3.603)
H (-3.261, 4.562, 3.269)
H (-2.480, 2.701, 1.835)
H (-1.635, -4.417, -0.765)
H (-3.406, -4.591, -2.482)
H (-4.504, -2.566, -3.316)
H (0.399, -2.833, -2.160)
H (2.404, -3.901, -3.087)
H (4.224, -4.649, -1.587)
H (3.969, -4.426, 0.858)
H (1.938, -3.427, 1.805)
H (-2.655, -1.818, 2.285)
H (-3.851, -3.280, 3.879)
H (-3.023, -5.566, 4.322)
H (-1.043, -6.417, 3.109)
H (0.119, -4.993, 1.481)
Br (5.600, -1.025, -2.026)
C (3.949, -0.588, -2.832)
C (3.904, -0.623, -4.220)
C (2.717, -0.381, -4.887)
C (1.555, -0.127, -4.171)
C (1.598, -0.094, -2.793)
C (2.793, -0.300, -2.096)
C (2.756, -0.163, -0.609)
O (3.737, 0.014, 0.096)
O (1.542, -0.247, -0.106)
H (4.807, -0.845, -4.772)
H (2.693, -0.403, -5.969)
H (0.623, 0.047, -4.695)
H (0.702, 0.098, -2.218)

=====

(3)
Entry from OMol25: a structure of composition C50H49Cl3LuN5OSi in a non-equilibrium geometry (ωB97M-V/def2-TZVPD).

Properties
orbital gap (alpha / beta)	2.933 / 3.343	eV
charge	-2
molecular weight	1045.4	g mol⁻¹
lowest unoccupied orbital energy (alpha / beta)	3.81 / 3.81	eV
energy	-5189.29685	Ha

CARTESIAN COORDINATES (ANGSTROEM)
Lu (0.406, 0.078, 0.246)
C (-1.294, -0.851, -2.883)
N (-1.175, 0.456, -2.235)
C (-2.525, 0.961, -1.935)
C (-2.787, 1.384, -0.502)
C (-4.008, 1.928, -0.223)
C (-4.338, 2.363, 1.094)
C (-3.263, 2.306, 2.023)
C (-2.066, 1.762, 1.668)
N (-1.788, 1.198, 0.420)
C (-0.424, 1.380, -3.078)
C (1.061, 1.491, -2.825)
C (1.883, 2.008, -3.820)
C (3.210, 2.258, -3.533)
C (3.680, 1.984, -2.263)
C (2.798, 1.450, -1.335)
N (1.521, 1.196, -1.621)
C (-0.002, -1.591, -3.019)
C (0.222, -2.410, -4.117)
C (1.400, -3.150, -4.186)
C (2.321, -2.995, -3.147)
C (2.014, -2.163, -2.085)
N (0.856, -1.476, -1.993)
H (-1.758, -0.748, -3.877)
H (-1.970, -1.455, -2.281)
H (-3.247, 0.188, -2.209)
H (-2.749, 1.809, -2.592)
H (-4.728, 2.025, -1.033)
H (-5.299, 2.796, 1.337)
H (-3.370, 2.708, 3.025)
H (-1.244, 1.763, 2.369)
H (-0.824, 2.384, -2.922)
H (-0.577, 1.139, -4.140)
H (1.470, 2.220, -4.799)
H (3.867, 2.664, -4.294)
H (4.707, 2.166, -1.978)
H (3.117, 1.207, -0.326)
H (-0.527, -2.467, -4.900)
H (1.592, -3.819, -5.017)
H (3.268, -3.520, -3.151)
H (2.673, -2.049, -1.223)
Cl (2.089, 7.551, 2.673)
C (1.851, 5.856, 2.259)
C (1.076, 5.522, 1.164)
C (0.900, 4.189, 0.848)
Cl (-0.069, 3.772, -0.534)
C (1.468, 3.115, 1.595)
O (1.331, 1.871, 1.337)
C (2.255, 3.544, 2.697)
Cl (3.020, 2.312, 3.648)
C (2.445, 4.872, 3.028)
H (0.608, 6.288, 0.561)
H (3.056, 5.130, 3.882)
C (0.044, -0.698, 2.648)
Si (-0.806, -2.153, 3.241)
C (-2.276, -2.628, 2.126)
N (-2.082, -2.475, 0.676)
C (-3.356, -2.328, -0.024)
C (-4.166, -3.626, -0.093)
C (-3.327, -4.718, -0.761)
C (-2.001, -4.888, -0.016)
C (-1.278, -3.541, 0.078)
C (-1.745, -1.935, 4.900)
C (-2.582, -0.819, 5.035)
C (-3.310, -0.584, 6.195)
C (-3.217, -1.468, 7.264)
C (-2.395, -2.580, 7.159)
C (-1.671, -2.807, 5.989)
C (0.338, -3.629, 3.580)
C (0.259, -4.886, 2.978)
C (1.196, -5.882, 3.234)
C (2.243, -5.643, 4.112)
C (2.338, -4.408, 4.741)
C (1.396, -3.423, 4.477)
H (1.060, -0.652, 3.061)
H (-0.483, 0.179, 3.046)
H (-3.057, -1.916, 2.418)
H (-2.673, -3.623, 2.399)
H (-3.147, -2.011, -1.048)
H (-3.918, -1.517, 0.441)
H (-5.101, -3.455, -0.637)
H (-4.434, -3.942, 0.920)
H (-3.114, -4.420, -1.797)
H (-3.876, -5.664, -0.806)
H (-1.354, -5.608, -0.526)
H (-2.202, -5.287, 0.983)
H (-1.012, -3.241, -0.940)
H (-0.334, -3.615, 0.623)
H (-2.655, -0.107, 4.214)
H (-3.947, 0.290, 6.265)
H (-3.778, -1.286, 8.174)
H (-2.316, -3.276, 7.987)
H (-1.035, -3.684, 5.928)
H (-0.555, -5.107, 2.297)
H (1.113, -6.841, 2.734)
H (2.991, -6.406, 4.293)
H (3.157, -4.205, 5.421)
H (1.497, -2.455, 4.964)
C (2.285, -1.290, 0.633)
C (3.564, -1.136, 1.153)
C (4.714, -0.829, 0.319)
C (5.972, -0.605, 0.843)
C (6.231, -0.675, 2.214)
C (5.155, -1.033, 3.044)
C (3.894, -1.284, 2.555)
H (4.568, -0.777, -0.756)
H (6.783, -0.365, 0.160)
H (7.214, -0.468, 2.616)
H (5.321, -1.132, 4.115)
H (3.104, -1.591, 3.228)

=====

(4)
Entry from OMol25: a structure of composition C50H49GeN9OSZr in a non-equilibrium geometry (ωB97M-V/def2-TZVPD).

Properties
orbital gap	5.311	eV
charge	0
molecular weight	987.9	g mol⁻¹
ΔE to the lowest compared entry with this formula, charge and spin	0.0	kcal/mol
lowest unoccupied orbital energy	-0.16	eV
energy	-5024.94248	Ha

CARTESIAN COORDINATES (ANGSTROEM)
Zr (-1.614, -0.708, 0.432)
O (-3.686, -4.196, -0.834)
C (-3.274, -3.070, -0.606)
N (-2.006, -2.705, -0.277)
C (-1.180, -3.776, 0.269)
C (-1.321, -3.752, 1.772)
C (-1.267, -4.898, 2.550)
C (-1.518, -4.795, 3.908)
C (-1.820, -3.553, 4.443)
C (-1.828, -2.455, 3.599)
N (-1.565, -2.545, 2.296)
C (-4.246, -1.904, -0.600)
C (-5.428, -1.950, -1.315)
C (-6.296, -0.877, -1.209)
C (-5.967, 0.176, -0.366)
C (-4.781, 0.127, 0.337)
N (-3.930, -0.902, 0.229)
H (-1.510, -4.744, -0.115)
H (-0.127, -3.631, 0.006)
H (-1.065, -5.852, 2.083)
H (-1.504, -5.677, 4.535)
H (-2.054, -3.428, 5.490)
H (-2.031, -1.458, 3.972)
H (-5.631, -2.810, -1.935)
H (-7.217, -0.858, -1.777)
H (-6.611, 1.036, -0.258)
H (-4.463, 0.921, 1.002)
S (-2.060, 0.638, 2.485)
C (-1.178, 1.986, 1.561)
N (-0.203, 2.620, 2.157)
N (-0.049, 2.403, 3.524)
C (1.028, 2.962, 4.153)
C (1.176, 2.825, 5.546)
C (2.300, 3.310, 6.184)
C (3.315, 3.945, 5.471)
C (3.165, 4.091, 4.099)
C (2.045, 3.612, 3.433)
N (-1.474, 2.225, 0.284)
N (-1.919, 1.106, -0.439)
C (-2.731, 1.415, -1.532)
C (-2.917, 0.448, -2.523)
C (-3.787, 0.669, -3.578)
C (-4.466, 1.877, -3.684)
C (-4.254, 2.856, -2.718)
C (-3.401, 2.635, -1.649)
H (-0.837, 2.083, 4.069)
H (0.392, 2.339, 6.116)
H (2.385, 3.198, 7.258)
H (4.190, 4.329, 5.978)
H (3.933, 4.600, 3.528)
H (1.920, 3.744, 2.369)
H (-2.339, -0.476, -2.502)
H (-3.910, -0.097, -4.334)
H (-5.132, 2.060, -4.516)
H (-4.761, 3.809, -2.799)
H (-3.223, 3.389, -0.895)
C (2.418, 0.235, 3.149)
C (1.198, -0.667, 2.884)
N (1.484, -1.657, 1.849)
C (1.823, -1.011, 0.555)
C (3.083, -0.116, 0.796)
N (3.512, -0.247, 2.236)
C (3.860, -1.670, 2.533)
C (2.579, -2.504, 2.286)
H (2.800, 0.168, 4.168)
H (2.224, 1.281, 2.910)
H (0.357, -0.045, 2.591)
H (0.905, -1.194, 3.794)
H (0.653, 0.775, 0.429)
H (2.113, -1.837, -0.104)
H (2.854, 0.939, 0.653)
H (3.944, -0.379, 0.183)
H (4.335, 0.335, 2.378)
H (4.208, -1.713, 3.565)
H (4.680, -1.939, 1.869)
H (2.285, -3.015, 3.204)
H (2.770, -3.260, 1.524)
C (0.655, -0.225, -0.035)
Ge (1.017, 0.193, -1.926)
C (2.983, 0.202, -2.206)
C (3.664, -0.970, -2.533)
C (5.047, -0.988, -2.678)
C (5.776, 0.181, -2.513)
C (5.114, 1.365, -2.213)
C (3.733, 1.371, -2.065)
C (0.506, -1.159, -3.242)
C (0.823, -0.937, -4.586)
C (0.483, -1.860, -5.563)
C (-0.171, -3.036, -5.216)
C (-0.461, -3.290, -3.886)
C (-0.116, -2.358, -2.912)
C (0.404, 1.952, -2.456)
C (-0.237, 2.188, -3.673)
C (-0.653, 3.465, -4.022)
C (-0.436, 4.527, -3.156)
C (0.188, 4.308, -1.938)
C (0.598, 3.028, -1.591)
H (3.108, -1.891, -2.681)
H (5.553, -1.912, -2.931)
H (6.851, 0.176, -2.643)
H (5.673, 2.286, -2.104)
H (3.234, 2.308, -1.841)
H (1.359, -0.040, -4.876)
H (0.728, -1.662, -6.600)
H (-0.446, -3.751, -5.981)
H (-0.959, -4.208, -3.599)
H (-0.358, -2.572, -1.881)
H (-0.446, 1.369, -4.350)
H (-1.162, 3.625, -4.965)
H (-0.776, 5.521, -3.420)
H (0.328, 5.121, -1.239)
H (1.040, 2.877, -0.612)